ORCA calculation (wB97M-V/def2-TZVPD) on one molecule with the formula C6H12N2 at a distorted geometry.

Cartesian coordinates (Å):
C (-1.48373, 1.69413, 0.94970)
N (-0.74650, 1.11811, -0.16758)
C (0.99335, 1.21314, -0.14782)
C (1.35267, -0.08527, 0.52767)
C (0.47869, -1.14339, -0.09820)
C (1.10014, -2.14441, -1.02323)
C (-0.85670, -0.93417, -0.11636)
N (-1.92153, -1.57097, 0.06998)
H (-1.09872, 2.68109, 1.23525)
H (-1.37411, 1.03237, 1.80817)
H (-2.54251, 1.79623, 0.70390)
H (-0.99263, 1.58471, -1.03301)
H (1.22227, 2.11916, 0.41937)
H (1.29505, 1.22838, -1.19271)
H (2.40552, -0.32043, 0.35252)
H (1.15920, -0.01738, 1.60096)
H (1.91372, -2.67397, -0.51968)
H (0.34621, -2.85611, -1.35470)
H (1.52967, -1.66301, -1.90641)
H (-2.78006, -1.05820, -0.10784)

Forces on the atoms, in the same order (eV/Å):
0.75 0.46 0.27
2.81 0.79 -0.15
-3.84 -0.04 0.72
-0.34 -0.38 -0.39
-0.05 0.45 -0.38
-0.04 -0.10 0.16
1.38 -2.21 0.12
-0.42 1.57 0.60
-0.18 -0.01 0.03
-0.15 0.00 0.06
0.09 -0.14 -0.05
-0.18 -0.18 -0.05
0.07 -0.05 -0.31
-0.15 0.20 0.07
-0.01 0.04 0.20
0.24 0.11 0.07
-0.07 -0.15 -0.07
0.11 -0.14 -0.04
0.09 -0.03 -0.15
-0.10 -0.21 -0.71

Calculated values
Net charge = 0
ΔE to the lowest compared entry with this formula, charge and spin = 79.78 kcal per mole
DFT total energy = -9393.390 eV
Frontier orbital gap = 7.46 eV
Highest occupied orbital energy = -6.63 eV
LUMO = 0.83 eV
SMILES = CNCCC(C)=C=N

ORCA calculation (wB97M-V/def2-TZVPD) on C6H12N2 as an isolated structure at a distorted geometry.

Cartesian coordinates (Å):
C (0.32463, 0.80799, 0.19714)
C (-1.51615, -1.00560, -1.20774)
C (1.19203, 1.37363, -0.92928)
C (0.97390, 1.04013, 1.56638)
C (-1.16793, -1.14704, 0.61405)
C (0.07862, -0.69948, 0.00597)
N (-1.91835, -1.59755, 1.44713)
N (0.98514, -1.60476, -0.24080)
H (-0.64285, 1.32214, 0.18216)
H (-2.80888, -2.02919, 1.20476)
H (1.90864, -1.19094, -0.33332)
H (-1.34431, -2.02911, -1.52509)
H (-1.13961, -0.31482, -1.95647)
H (-2.58132, -0.78792, -1.12220)
H (1.30277, 2.45097, -0.80200)
H (2.19023, 0.93419, -0.91685)
H (0.75234, 1.18464, -1.90900)
H (1.13182, 2.10572, 1.73788)
H (0.34001, 0.65031, 2.36393)
H (1.93927, 0.53671, 1.62336)

Forces on the atoms, in the same order (eV/Å):
0.12 -0.06 -0.57
-2.17 -0.82 0.65
-0.12 0.00 0.14
-0.16 -0.17 -0.08
1.18 0.80 -4.98
1.93 -0.26 3.87
-0.31 -0.58 1.41
-0.72 0.45 0.40
0.01 -0.08 -0.03
0.06 0.45 -0.32
-0.19 0.23 -0.69
0.01 -0.03 -0.06
0.59 0.19 0.44
-0.25 -0.13 -0.14
0.02 0.00 -0.03
0.00 -0.01 0.00
0.01 0.01 -0.01
-0.04 0.00 -0.02
0.04 0.01 0.04
0.01 -0.01 -0.01

Calculated values
Net charge = 0
ΔE to the lowest compared entry with this formula, charge and spin = 82.32 kcal per mole
DFT total energy = -9393.280 eV
Frontier orbital gap = 8.93 eV
Highest occupied orbital energy = -8.02 eV
LUMO = 0.91 eV

ORCA calculation (wB97M-V/def2-TZVPD) on a 2-piece molecular cluster, C6H12N2 overall at a distorted geometry.

Cartesian coordinates (Å):
H (1.10933, -0.39001, -2.28978)
N (1.71734, 0.09105, -1.63432)
C (1.18666, 0.46288, -0.50602)
C (0.90829, 1.93269, -0.23015)
N (1.77435, -0.15667, 0.65180)
H (1.82499, 2.47308, 0.00316)
H (0.41039, 2.36278, -1.09617)
H (0.23821, 2.01679, 0.62614)
H (2.30290, -0.99771, 0.46613)
H (2.09049, 0.43337, 1.41114)
C (-2.05011, 0.56845, -1.07560)
C (-1.13615, -0.16831, -0.49431)
C (-0.89727, -1.36789, 0.08040)
C (-0.96147, -1.65788, 1.54599)
H (-3.11057, 0.36238, -1.03678)
H (-1.76445, 1.49441, -1.55878)
H (-0.76763, -2.23135, -0.56318)
H (-1.75363, -2.38747, 1.73272)
H (-0.00727, -2.09392, 1.84783)
H (-1.11436, -0.74666, 2.11979)

Forces on the atoms, in the same order (eV/Å):
0.31 0.84 -0.62
-2.00 -1.81 -0.08
5.59 0.64 1.34
-1.90 -0.43 0.32
-1.23 0.83 -0.59
0.14 -0.30 -0.25
0.18 0.14 0.02
-0.04 0.26 0.10
0.04 0.33 -0.15
-0.19 -0.22 -0.07
1.02 1.31 -0.19
-1.72 -3.30 0.78
-1.08 1.59 -0.39
0.77 0.27 -0.29
0.03 -0.35 0.01
-0.13 0.16 -0.06
0.38 0.11 -0.19
0.02 0.09 0.02
-0.04 -0.10 0.25
-0.14 -0.07 0.06

Calculated values
Net charge = 0
ΔE to the lowest compared entry with this formula, charge and spin = 103.26 kcal per mole
DFT total energy = -9392.372 eV
Frontier orbital gap (alpha / beta) = 7.95 / 7.95 eV
Highest occupied orbital energy (alpha / beta) = -7.58 / -7.58 eV
LUMO (alpha / beta) = 0.37 / 0.37 eV
SMILES = [H]/N=C(\C)N.C=C=CC

ORCA calculation (wB97M-V/def2-TZVPD) on one molecule with the formula C6H12N2 at a distorted geometry.

Cartesian coordinates (Å):
C (-0.29535, -0.17782, -1.48197)
C (1.47198, 1.07760, -0.37461)
C (-2.00650, 1.01213, 0.56201)
N (0.32657, 0.17998, -0.21107)
C (0.54682, -1.01327, 0.69102)
C (-0.35951, -0.51752, 1.61432)
C (1.47603, -1.96274, 0.42612)
N (-0.62454, 0.73288, 0.91169)
H (-1.02702, -0.96308, 2.32444)
H (-1.15565, -0.81533, -1.28525)
H (-0.59639, 0.71636, -2.02861)
H (0.42483, -0.74486, -2.07286)
H (2.24029, 0.59145, -0.97311)
H (1.14620, 1.99897, -0.85733)
H (1.86281, 1.29685, 0.61542)
H (-2.57137, 0.14358, 0.19682)
H (-2.05669, 1.82440, -0.16493)
H (-2.47293, 1.35901, 1.48575)
H (1.66919, -2.74558, 1.13657)
H (2.00122, -1.99301, -0.51442)

Forces on the atoms, in the same order (eV/Å):
-0.37 -0.12 -0.21
0.21 0.27 0.16
0.05 -0.14 -0.48
-0.66 0.35 0.70
-0.09 -0.10 0.64
0.05 -0.51 -0.46
0.09 0.00 -0.26
0.64 0.38 -0.52
0.03 0.04 0.22
0.06 0.03 0.02
0.03 0.02 0.08
0.02 0.03 0.11
-0.08 -0.09 0.00
-0.05 -0.05 0.01
-0.03 -0.03 -0.04
0.04 -0.02 0.03
-0.04 0.04 0.04
0.08 -0.03 -0.02
0.03 -0.07 0.12
0.00 0.01 -0.14

Calculated values
Net charge = 0
ΔE to the lowest compared entry with this formula, charge and spin = 119.32 kcal per mole
DFT total energy = -9391.676 eV
Frontier orbital gap = 6.17 eV
Highest occupied orbital energy = -5.47 eV
LUMO = 0.70 eV

ORCA calculation (wB97M-V/def2-TZVPD) on a 2-piece molecular cluster, C6H12N2 overall at a distorted geometry.

Cartesian coordinates (Å):
C (0.35526, 0.27279, -2.43798)
C (0.62128, -0.86848, -1.82159)
C (1.14130, -0.76724, -3.25602)
C (-0.32736, 1.58958, -2.37316)
C (-1.76840, 0.23565, 2.63771)
C (0.99789, -0.47819, 2.76998)
N (-1.07613, -0.39639, 1.74324)
N (0.15994, -0.69214, 1.65010)
H (0.52412, -1.23805, -3.92272)
H (2.11320, -0.65845, -3.58192)
H (-1.43710, 1.32687, -1.97392)
H (-0.22213, 2.08827, -3.33559)
H (0.10694, 2.26157, -1.55189)
H (0.52452, -1.50050, -0.91288)
H (-2.75435, 0.19023, 2.48022)
H (-1.17463, 0.46112, 3.47629)
H (1.36462, 0.55563, 2.77927)
H (0.45303, -0.46536, 3.68359)
H (1.76668, -1.19636, 3.09711)
H (-1.36868, -0.72054, 0.85017)

Forces on the atoms, in the same order (eV/Å):
1.09 -2.16 1.50
-0.07 1.45 -0.33
-2.27 1.16 2.35
-1.28 -0.32 2.09
2.60 -0.43 -0.10
-0.22 1.25 1.40
1.48 -0.09 -0.72
2.35 -1.79 -0.63
-1.14 -1.42 -2.10
2.27 0.38 -0.10
2.29 1.07 -1.44
-0.70 0.16 0.16
-0.42 -0.98 -1.18
0.25 0.68 -0.92
-3.54 0.36 0.02
-0.31 0.63 1.15
0.62 -0.06 -0.23
-1.12 -0.09 1.17
0.08 0.03 -1.54
-1.96 0.14 -0.55

Calculated values
Net charge = 0
ΔE to the lowest compared entry with this formula, charge and spin = 154.49 kcal per mole
DFT total energy = -9390.150 eV
Frontier orbital gap = 8.67 eV
Highest occupied orbital energy = -7.80 eV
LUMO = 0.87 eV

ORCA calculation (wB97M-V/def2-TZVPD) on one molecule with the formula C6H12N2 at a distorted geometry.

Cartesian coordinates (Å):
C (-0.66847, 1.31987, -0.21102)
C (-1.37526, 0.01632, 0.54067)
C (0.59666, 0.72324, -0.37144)
C (-2.81698, -0.42361, -0.02288)
C (1.40782, 1.34768, 0.75367)
C (1.72239, -1.62259, -0.18359)
N (-0.57610, -1.31567, 0.35639)
N (0.58290, -0.81643, -0.07804)
H (-1.15910, 1.78294, -1.04820)
H (-1.38325, 0.13022, 1.64044)
H (1.06734, 0.80305, -1.40271)
H (-2.80671, -0.34979, -1.17673)
H (-3.54124, 0.23978, 0.29282)
H (-3.09682, -1.39067, 0.25358)
H (1.06767, 0.70922, 1.63428)
H (1.20586, 2.37919, 0.80132)
H (2.48539, 1.23684, 0.69619)
H (2.28197, -1.32454, -1.13954)
H (2.38721, -1.28397, 0.66434)
H (1.53258, -2.66250, -0.02704)

Forces on the atoms, in the same order (eV/Å):
-3.41 -4.39 0.81
-2.01 -1.71 -0.78
4.37 -1.99 -1.41
2.92 1.86 -2.22
0.77 -2.14 1.03
2.70 2.18 0.01
-0.28 3.32 -0.07
-1.77 1.77 -0.95
-0.37 0.40 0.05
-0.30 0.40 -0.44
-0.38 0.23 1.12
0.15 -0.28 1.75
-1.71 1.53 0.75
-0.04 -1.55 0.54
0.43 1.55 -0.55
-0.35 1.24 0.59
0.24 -0.24 -0.26
-0.64 -1.00 1.10
0.02 -0.65 -0.69
-0.36 -0.54 -0.38

Calculated values
Net charge = 0
ΔE to the lowest compared entry with this formula, charge and spin = 14.04 kcal per mole
DFT total energy = -9391.111 eV
Frontier orbital gap (alpha / beta) = 7.48 / 9.42 eV
Spin multiplicity = 3
Highest occupied orbital energy (alpha / beta) = -6.40 / -9.65 eV
LUMO (alpha / beta) = 1.08 / -0.23 eV
Expectation value of S² = 2.009

Copy entry 1 word for word.
ORCA calculation (wB97M-V/def2-TZVPD) on one molecule with the formula C6H12N2 at a distorted geometry.

Cartesian coordinates (Å):
C (-1.48373, 1.69413, 0.94970)
N (-0.74650, 1.11811, -0.16758)
C (0.99335, 1.21314, -0.14782)
C (1.35267, -0.08527, 0.52767)
C (0.47869, -1.14339, -0.09820)
C (1.10014, -2.14441, -1.02323)
C (-0.85670, -0.93417, -0.11636)
N (-1.92153, -1.57097, 0.06998)
H (-1.09872, 2.68109, 1.23525)
H (-1.37411, 1.03237, 1.80817)
H (-2.54251, 1.79623, 0.70390)
H (-0.99263, 1.58471, -1.03301)
H (1.22227, 2.11916, 0.41937)
H (1.29505, 1.22838, -1.19271)
H (2.40552, -0.32043, 0.35252)
H (1.15920, -0.01738, 1.60096)
H (1.91372, -2.67397, -0.51968)
H (0.34621, -2.85611, -1.35470)
H (1.52967, -1.66301, -1.90641)
H (-2.78006, -1.05820, -0.10784)

Forces on the atoms, in the same order (eV/Å):
0.75 0.46 0.27
2.81 0.79 -0.15
-3.84 -0.04 0.72
-0.34 -0.38 -0.39
-0.05 0.45 -0.38
-0.04 -0.10 0.16
1.38 -2.21 0.12
-0.42 1.57 0.60
-0.18 -0.01 0.03
-0.15 0.00 0.06
0.09 -0.14 -0.05
-0.18 -0.18 -0.05
0.07 -0.05 -0.31
-0.15 0.20 0.07
-0.01 0.04 0.20
0.24 0.11 0.07
-0.07 -0.15 -0.07
0.11 -0.14 -0.04
0.09 -0.03 -0.15
-0.10 -0.21 -0.71

Calculated values
Net charge = 0
ΔE to the lowest compared entry with this formula, charge and spin = 79.78 kcal per mole
DFT total energy = -9393.390 eV
Frontier orbital gap = 7.46 eV
Highest occupied orbital energy = -6.63 eV
LUMO = 0.83 eV
SMILES = CNCCC(C)=C=N